The following is a quantum chemistry calculation of a structure of composition C13H52FMnN26O13 at a distorted geometry, from the Open Molecules 2025 dataset.

Its spin multiplicity is 6. For the max |F|, the calculation gives 5.69 eV/Å. The calculation puts the HOMO energy (spin up / spin down) at -0.402 / -0.418 Eh. The net charge is +1. As for the expectation value of S²: 8.752.

XYZ file:
```
106
Properties=species:S:1:pos:R:3:forces:R:3
Mn 0.845041 0.819813 -1.691368 0.4 -0.2 0.7
F 0.261927 0.049505 0.222079 0.3 0.2 0.0
C 0.331464 -3.104010 1.935324 2.1 -0.6 1.2
O 1.021391 -3.348956 0.941301 -0.5 -0.2 -0.7
N 0.181486 -4.073100 2.910432 0.1 -1.3 -1.1
N 0.025682 -1.892452 2.349324 -1.0 1.1 0.5
H -0.593874 -4.009108 3.526423 -0.6 0.1 0.5
H 0.297584 -4.996829 2.495393 -0.1 0.3 0.5
H 0.120706 -1.147138 1.669989 -0.1 0.4 -0.1
H -0.427711 -1.766157 3.258316 0.2 0.2 -0.9
C 2.083097 -2.212446 -1.941762 0.8 0.9 0.8
O 2.242413 -0.989327 -1.805876 0.1 0.1 -0.3
N 0.910160 -2.703685 -2.394959 4.5 -2.4 0.7
N 3.109702 -3.120732 -1.576303 -0.2 0.7 0.2
H 0.793815 -3.678251 -2.533851 -0.4 -0.6 -0.1
H 0.216953 -2.080189 -2.449372 -3.5 2.8 -0.5
H 3.972497 -2.728495 -1.098282 -2.0 -0.2 -1.0
H 2.631191 -3.773385 -0.976312 0.4 -0.6 0.3
C -0.168630 -6.284656 -1.601511 -0.4 0.5 0.3
O -0.866967 -5.332874 -1.961042 -0.2 0.4 -0.4
N 0.168253 -7.248845 -2.473958 1.3 -1.5 1.1
N 0.184407 -6.324092 -0.282330 0.2 -1.0 -0.8
H 0.802920 -8.017193 -2.262892 -0.4 0.5 0.2
H 0.028905 -7.116704 -3.436782 -0.5 0.5 -1.0
H -0.105998 -5.468860 0.128305 0.2 0.6 0.8
H 0.885331 -6.911775 0.148756 -0.2 0.2 -0.3
C -1.735599 0.199595 -3.261813 5.1 2.0 1.5
O -0.788491 -0.231714 -2.478880 -1.2 -0.4 -1.5
N -1.381074 1.082314 -4.253599 0.2 -2.0 0.7
N -2.955797 -0.009655 -2.938080 -3.4 -1.1 1.0
H -0.481805 1.532165 -4.123190 -0.1 -0.3 0.0
H -2.106031 1.649995 -4.586039 -1.0 1.1 -0.5
H -3.647524 0.596359 -3.337573 -0.3 -0.1 -0.2
H -3.250747 -0.561909 -2.085973 0.6 0.6 -1.0
C -2.954117 -2.514548 -0.613679 0.2 1.1 0.4
O -3.763736 -1.561245 -0.497988 0.6 -0.9 -0.3
N -3.298275 -3.765256 -0.975398 -0.9 -0.3 -0.2
N -1.632103 -2.380647 -0.329829 0.4 -1.9 -1.0
H -4.306527 -3.843694 -1.069007 0.5 -0.6 -0.3
H -2.613952 -4.472215 -1.306281 -0.8 0.7 0.4
H -1.093271 -3.139768 -0.811109 -0.1 1.3 1.0
H -1.241038 -1.461503 -0.368103 0.4 0.6 -0.1
C -3.106016 1.918385 1.429614 2.6 -2.5 0.1
O -4.283568 1.801933 1.587550 -2.4 0.5 -0.6
N -2.386274 2.742946 2.241289 2.5 -0.5 0.3
N -2.387185 1.093332 0.577114 -0.2 -0.7 -0.1
H -2.848097 3.569191 2.281699 -2.1 3.0 1.0
H -1.410243 3.015727 2.118247 -0.2 -1.0 -0.6
H -1.465975 0.695271 0.815860 -0.2 1.0 -0.2
H -2.976079 0.336156 0.221665 0.0 0.2 0.1
C -3.982718 3.232007 -2.604113 -1.3 1.8 -1.7
O -3.101929 3.327665 -3.461820 0.0 -0.3 -0.3
N -5.303309 3.647630 -2.921100 0.9 -0.6 0.6
N -3.704925 2.871660 -1.357683 -3.1 0.0 1.0
H -5.485932 3.905461 -3.894035 0.2 -0.1 0.9
H -5.981262 3.882706 -2.190371 0.5 -0.3 -0.7
H -4.542603 2.678760 -0.767321 1.6 -0.1 -0.2
H -2.814348 2.472669 -1.178106 0.7 -0.6 0.4
C 3.678618 1.957322 0.011603 -0.5 0.7 -0.3
O 2.681372 1.914486 -0.740275 -1.2 0.1 -0.2
N 3.729604 2.722459 1.118128 -0.1 0.0 -0.1
N 4.772408 1.298964 -0.382639 1.0 -1.8 -2.0
H 2.932285 3.227106 1.551669 0.3 -0.8 -0.7
H 4.441309 2.388704 1.721932 0.5 0.0 1.0
H 5.686769 1.297423 0.040883 -0.4 0.2 0.5
H 4.692117 0.639933 -1.208145 -0.3 1.4 1.6
C -0.295597 3.812125 -1.262979 1.0 0.7 0.3
O -0.417653 2.667471 -1.706393 0.7 -1.5 0.1
N 0.816109 4.253916 -0.589977 -1.2 -0.3 -0.7
N -1.272514 4.668879 -1.539961 0.8 -1.1 -0.4
H 1.301063 3.501983 -0.122877 0.3 0.3 0.3
H 0.748240 5.173483 -0.177529 0.3 -0.4 0.3
H -1.932620 4.289628 -2.168121 -1.0 0.0 -0.9
H -1.370271 5.509209 -1.091169 -0.4 2.2 0.9
C 2.166905 2.566301 -4.097294 -0.2 -0.4 1.4
O 1.530976 1.574629 -3.647491 0.2 0.9 -0.4
N 2.904656 3.369559 -3.276390 -1.8 -1.4 -0.3
N 2.057482 2.867392 -5.406594 -0.8 -1.3 -0.1
H 2.854182 3.135371 -2.281000 0.4 0.0 -0.4
H 3.654384 3.829991 -3.697681 1.2 1.0 -0.1
H 2.635585 3.494130 -5.911171 0.4 0.5 -0.1
H 1.543237 2.155326 -5.926008 0.4 0.5 0.1
C -1.235372 -0.462963 5.383133 -2.5 -1.5 -1.2
O -0.356837 0.360758 5.224296 0.8 -0.1 1.0
N -2.281142 -0.478755 4.475196 3.6 1.8 0.0
N -1.249574 -1.520334 6.269138 -0.5 0.2 -0.3
H -2.273572 0.407579 4.012685 -0.6 0.3 -0.6
H -3.108488 -0.921486 4.605262 -2.8 -1.5 0.6
H -0.555572 -1.362014 6.940898 1.0 -0.3 1.3
H -2.088514 -2.031427 6.600457 0.8 1.0 -0.7
C 0.885057 2.737215 3.090847 -0.5 1.1 2.9
O 1.186569 3.578972 2.258427 0.7 0.8 -0.6
N 0.592486 1.486119 2.788480 -0.3 0.4 0.7
N 0.726233 3.046241 4.469961 0.0 -0.8 -1.9
H 0.397956 0.870391 3.517591 -0.3 -1.2 1.3
H 0.804583 1.127016 1.920191 0.3 -0.7 -2.5
H 1.066822 3.907686 4.835311 0.0 0.4 -0.1
H 0.255584 2.388667 5.075647 0.3 0.1 -0.1
C 4.253157 -0.891336 2.252165 -0.7 3.1 0.4
O 4.811156 0.239440 2.339551 -0.4 -2.0 -0.1
N 4.737567 -1.979446 2.856996 2.1 1.1 0.2
N 3.031414 -1.027262 1.712819 -0.3 1.5 -0.6
H 4.277416 -2.835638 2.935908 -0.8 -1.1 0.3
H 5.459571 -1.682050 3.491627 0.2 -0.8 0.1
H 2.546946 -0.230778 1.311862 0.5 -0.2 0.0
H 2.656711 -1.892249 1.460040 -0.7 -1.6 -0.3
```
Positions in Å, forces in eV/Å.

***

The following is a quantum chemistry calculation of a cluster of 2 separate species, C3H8NOP in total at a distorted geometry, from the Open Molecules 2025 dataset.

For the max |F|, the calculation gives 4.43 eV/Å. The calculation puts the HOMO energy at -0.349 Eh. For the relative energy (zero: lowest compared OMol25 entry of this formula, charge and spin), the calculation gives 73.0 kcal per mole. The SMILES is [H]/N=P\[H].C=CCO.

XYZ file:
```
14
Properties=species:S:1:pos:R:3:forces:R:3
H -0.400428 2.953866 -1.375476 -0.2 0.2 -0.4
N 0.089973 2.422300 -0.682629 -0.4 -0.7 0.7
P 1.574059 2.743928 -0.382110 0.3 0.9 -1.0
H 1.792695 3.797962 -1.409833 0.4 -0.4 0.7
C -1.770075 -1.705191 -0.293810 3.2 0.9 2.9
C -0.509371 -1.164998 -0.185253 -0.7 -1.6 -0.6
C 0.224594 -0.761933 1.064413 -0.9 0.8 0.7
O 1.463836 -1.382969 1.517326 0.6 0.3 -2.6
H -2.355497 -2.123291 0.557058 0.5 0.8 -0.6
H -2.156284 -1.732699 -1.239119 -1.2 -0.5 -2.2
H 0.084836 -0.975363 -1.091646 -0.7 0.2 0.0
H -0.486271 -1.057602 1.865698 0.6 0.9 -0.1
H 0.301229 0.398421 0.890604 0.1 -2.0 1.0
H 2.146705 -1.412431 0.764777 -1.6 0.2 1.6
```
Positions in Å, forces in eV/Å.

***

The following is a quantum chemistry calculation of a structure of composition C16H20IN2O3PtS, from the Open Molecules 2025 dataset.

Its spin multiplicity is 5. For the max |F|, the calculation gives 0.54 eV/Å. The calculation puts the HOMO energy (spin up / spin down) at -0.593 / -0.625 Eh. The net charge is +3. As for the expectation value of S²: 6.043.

XYZ file:
```
44
Properties=species:S:1:pos:R:3:forces:R:3
Pt -2.255429 -0.329454 0.427850 -0.2 0.4 0.3
I -5.504330 -3.766931 -3.888330 -0.1 -0.2 -0.1
C -4.403906 -2.391194 -2.989622 0.2 0.2 0.1
C -3.860902 -1.226400 -3.579593 0.0 0.0 0.0
N -3.214892 -0.597316 -2.623660 0.1 0.0 0.0
N -3.277396 -1.248728 -1.418811 0.1 -0.1 -0.1
C -3.983864 -2.327013 -1.621682 -0.1 0.0 0.0
H -3.913918 -0.853185 -4.592188 0.0 0.0 0.0
H -2.687901 0.265100 -2.698547 0.0 0.0 0.0
H -4.192400 -3.023629 -0.826200 0.0 0.0 0.0
C 8.835018 2.050801 0.480358 -0.1 0.1 0.0
C 7.377323 2.337332 0.430103 0.1 -0.1 -0.1
O 6.695196 3.102860 0.987558 0.0 0.0 0.0
S 6.599190 1.115098 -0.937097 0.1 0.0 0.1
C 4.940755 0.946608 -0.643960 -0.1 0.1 0.0
C 4.170751 1.696116 0.289486 0.0 0.0 0.0
C 2.836192 1.430617 0.425596 0.0 0.0 0.0
C 2.213772 0.428077 -0.348999 -0.2 0.0 0.0
C 2.962643 -0.297436 -1.296544 0.1 0.0 0.0
C 4.296997 -0.042761 -1.447970 0.0 0.0 0.0
C 0.825739 0.155521 -0.165104 0.1 0.0 0.2
C -0.341933 -0.076015 0.084644 0.0 -0.2 -0.4
H 9.297114 2.706065 1.215018 0.0 0.0 0.0
H 9.263943 2.226113 -0.508991 0.0 0.0 0.0
H 8.992879 1.003112 0.740224 0.0 0.0 0.0
H 4.629617 2.478534 0.870449 0.0 0.0 0.0
H 2.243240 2.000253 1.127429 0.0 0.0 0.0
H 2.480645 -1.053131 -1.899982 0.0 0.0 0.0
H 4.881787 -0.594537 -2.172684 0.0 0.0 0.0
C -2.515958 -3.313101 1.784339 0.0 0.0 0.0
O -2.280028 -1.903989 2.052656 0.0 -0.1 0.0
H -2.477760 -3.863141 2.721516 0.0 0.0 0.0
H -1.776279 -3.697887 1.084720 0.0 0.0 0.0
H -3.521822 -3.382854 1.379715 0.0 0.0 0.0
H -1.485220 -1.820580 2.598700 0.0 0.0 0.0
C -4.386798 2.081458 2.116344 0.0 0.0 0.0
C -5.018690 1.124632 1.139077 0.0 0.0 0.0
O -4.335692 -0.183202 1.128223 0.0 -0.1 0.0
H -4.778591 3.084878 1.949753 0.0 0.0 0.0
H -3.302735 2.127875 1.986962 0.0 0.0 0.0
H -4.608274 1.807446 3.148011 0.0 0.0 0.0
H -4.954754 1.474890 0.110269 0.0 0.0 0.0
H -6.062931 0.920259 1.368155 0.0 0.0 0.0
H -4.400398 -0.571162 2.012811 0.0 0.0 0.0
```
Positions in Å, forces in eV/Å.